(1)
99
Properties=species:S:1:pos:R:3:mulliken_charge:R:1 method="wB97M-V/def2-TZVPD" max_force_ha_per_bohr=0.071 charge=+1 de_lowest_kcal_mol=0.0 orbital_gap_ev="8.93 / 8.42" molar_mass_da=914.5 multiplicity=6 e_homo_ev="-12.098 / -12.098" lumo_energy_ev="-3.16 / -3.68" s_squared=8.75
Mn 1.72890 -1.42984 -2.10510 1.3709
P -0.49627 0.47708 -0.82755 1.9539
F 1.13489 0.51734 -0.96377 -0.1808
F -0.27588 -1.12237 -1.31019 -0.4505
F -0.39836 -0.16660 0.62109 -0.5220
F -2.08808 0.29307 -0.97233 -0.4432
F -0.49595 1.99941 -0.40011 -0.2856
F -0.49417 0.83058 -2.40585 -0.5714
C 5.47971 4.01165 -1.89404 -1.1820
C 5.07040 2.95944 -2.88772 0.4730
C 6.12938 1.85390 -3.18230 -0.5575
O 5.32695 0.63600 -2.99266 -0.3689
C 4.14099 0.90801 -2.50963 0.2477
O 3.22861 0.12669 -2.31040 -0.7031
O 4.02025 2.18560 -2.28637 -0.0908
H 6.20667 3.58196 -1.20608 0.4036
H 4.58933 4.36428 -1.37818 0.1467
H 5.93729 4.84153 -2.43285 0.3868
H 4.60199 3.40880 -3.76580 0.3192
H 6.82949 1.66797 -2.36929 0.3462
H 6.52384 1.84088 -4.19164 0.2802
C -2.54530 -2.27451 2.12615 -1.6641
C -3.58399 -1.67161 1.16140 1.7576
C -3.64040 -2.47791 -0.14661 -0.1438
O -5.00733 -2.84706 -0.24703 -0.3798
C -5.69472 -2.46509 0.81410 0.5226
O -6.87831 -2.48714 0.90066 -0.5385
O -4.87009 -1.89131 1.74864 -0.4447
H -2.98038 -3.22661 2.42252 0.4889
H -2.49392 -1.56596 2.95460 0.3327
H -1.54320 -2.33887 1.70497 0.1914
H -3.44276 -0.60460 0.99348 -0.3919
H -2.98846 -3.34241 -0.01632 0.1402
H -3.36403 -1.89705 -1.02309 0.1442
C 0.43167 1.32717 3.11554 -1.1119
C 1.92574 1.51323 3.07268 0.3484
C 2.66657 0.47824 3.91779 -0.5418
O 3.60984 -0.07301 2.99493 -0.3623
C 3.36036 0.35272 1.75239 0.4052
O 4.09409 0.14786 0.82876 -0.5482
O 2.35635 1.23722 1.72479 0.2325
H -0.01564 1.57683 4.08499 0.5171
H 0.07837 0.30445 2.96931 0.2639
H -0.06498 2.02450 2.43838 -0.0354
H 2.04134 2.56970 3.31974 0.3147
H 1.90154 -0.26178 4.14402 0.2793
H 3.10579 0.99337 4.76628 0.3481
C 0.53928 4.81247 0.65951 -1.2408
C 1.28597 4.39894 -0.63823 1.4035
C 0.24583 4.43321 -1.76997 0.0292
O 0.70065 5.55087 -2.52795 -0.4072
C 1.84185 6.09221 -1.98387 0.4234
O 2.37729 7.04044 -2.44247 -0.5187
O 2.24322 5.39795 -0.91154 -0.4937
H 1.10728 4.53230 1.55364 0.2185
H -0.43849 4.35847 0.78847 0.0478
H 0.46333 5.89799 0.74413 0.4811
H 1.69600 3.41171 -0.43929 -0.2481
H -0.79106 4.52596 -1.45965 0.1244
H 0.33445 3.52742 -2.37521 0.2294
C -3.70011 -4.39008 -3.28221 -1.3924
C -2.30527 -5.01582 -3.47872 0.3117
C -1.59066 -4.53579 -4.76886 -0.5405
O -0.55206 -3.69379 -4.35457 -0.3427
C -0.44893 -3.78457 -2.95663 0.6737
O 0.49121 -3.33244 -2.37118 -0.5828
O -1.45861 -4.43148 -2.44574 -0.2111
H -4.24132 -4.80879 -4.13513 0.4860
H -3.76223 -3.30880 -3.21873 0.3033
H -4.16333 -4.84890 -2.40846 0.3707
H -2.31422 -6.10145 -3.47535 0.3359
H -2.40094 -4.17741 -5.40413 0.3559
H -1.14660 -5.40777 -5.25434 0.3327
C 2.34617 -6.23584 1.63556 -1.4862
C 1.60433 -4.90606 1.87613 0.3287
C 2.38176 -3.87405 2.67083 -0.6175
O 2.33719 -2.68483 1.90491 -0.2452
C 1.97465 -3.03979 0.67079 0.6361
O 2.09028 -2.32747 -0.29295 -0.3538
O 1.29334 -4.17563 0.67179 -0.2663
H 1.72614 -7.11029 1.45986 0.3741
H 2.90782 -6.41696 2.55525 0.4102
H 3.08343 -6.15209 0.83596 0.3424
H 0.68594 -5.21037 2.37818 0.3147
H 3.42382 -4.19889 2.78681 0.3701
H 2.13679 -3.73410 3.72353 0.4150
C -3.10247 3.15662 0.70233 -1.2701
C -4.39861 2.77865 1.38889 0.2591
C -4.25657 1.83536 2.61266 0.0140
O -5.06007 2.45037 3.59762 -0.3990
C -5.54736 3.61482 3.17645 0.5422
O -6.45276 4.22929 3.65202 -0.5175
O -4.95774 3.94057 2.00499 -0.4533
H -2.43041 3.53550 1.47182 0.3139
H -3.29353 4.00563 0.04127 0.3794
H -2.73812 2.36249 0.05464 0.2417
H -5.16471 2.38821 0.71301 0.5293
H -3.22404 1.92109 2.96397 0.0791
H -4.53595 0.81918 2.34783 0.2132

(2)
93
Properties=species:S:1:pos:R:3:mulliken_charge:R:1 method="wB97M-V/def2-TZVPD" max_force_ha_per_bohr=0.093 charge=+1 orbital_gap_ev="6.80 / 5.22" molar_mass_da=928.7 multiplicity=3 e_homo_ev="-12.170 / -12.170" lumo_energy_ev="-5.37 / -6.95" s_squared=2.01
Pt 14.54513 1.71343 29.11638 1.0726
F 13.72273 4.28246 29.77047 -0.0984
C 10.61411 -5.39975 30.12596 -1.4863
C 10.14012 -4.33512 29.12840 0.5539
C 9.01818 -3.45132 29.64074 -0.3727
O 9.68521 -2.21576 29.79816 -0.3173
C 10.86702 -2.23167 29.11921 0.6263
O 11.57726 -1.21346 29.08502 -0.5745
O 11.15400 -3.49433 28.69030 -0.3055
H 11.47471 -5.94810 29.74286 0.3670
H 9.95259 -6.23791 30.34506 0.4087
H 10.91920 -5.03811 31.10791 0.3337
H 9.77018 -4.88697 28.26428 0.1970
H 8.66073 -3.86079 30.58554 0.2896
H 8.23437 -3.33158 28.89280 0.2834
C 16.32094 -2.54439 35.80863 -1.3247
C 16.08564 -3.17333 34.40106 0.3126
C 14.65447 -3.73245 34.25927 -0.4515
O 14.16376 -3.13959 33.04543 -0.3076
C 15.02047 -2.13851 32.65442 0.6579
O 14.91994 -1.35558 31.71588 -0.5668
O 15.99856 -2.01381 33.53319 -0.3158
H 17.07480 -1.75789 35.77379 0.2857
H 16.57288 -3.33531 36.51508 0.4090
H 15.40021 -2.11406 36.20253 0.3503
H 16.91031 -3.79663 34.05536 0.3353
H 14.08171 -3.24204 35.04639 0.3011
H 14.62835 -4.82177 34.23118 0.3169
C 21.62461 -3.09675 27.91098 -1.3995
C 20.76085 -2.42663 28.96126 0.4523
C 21.52612 -1.21279 29.51963 -0.4763
O 20.34518 -0.39107 29.87590 -0.3262
C 19.31045 -0.69262 29.03328 0.6252
O 18.26960 -0.11247 28.90747 -0.5328
O 19.66627 -1.75652 28.28315 -0.2930
H 22.50345 -3.57633 28.34196 0.3888
H 21.87870 -2.33564 27.17325 0.3556
H 21.14599 -3.97701 27.48183 0.3437
H 20.49668 -3.11505 29.76399 0.2877
H 22.20733 -0.71021 28.83299 0.2987
H 22.04713 -1.39477 30.45959 0.2790
C 17.16329 2.75367 37.08415 -1.3810
C 17.67505 3.32185 35.77787 0.5199
C 18.90415 2.57929 35.19300 -0.4687
O 18.59312 2.52219 33.84954 -0.2814
C 17.26627 2.66967 33.68856 0.6410
O 16.64555 2.52737 32.62949 -0.5933
O 16.68927 3.09847 34.82751 -0.3105
H 16.99493 1.68015 37.16963 0.2869
H 16.21646 3.17135 37.42643 0.3482
H 17.94420 2.96092 37.81581 0.3968
H 17.96856 4.37159 35.77397 0.2812
H 19.09037 1.61197 35.65960 0.2657
H 19.81857 3.17082 35.23828 0.3003
C 18.04970 -3.01872 23.20490 -1.5070
C 17.16667 -1.80221 23.11255 0.5666
C 15.71710 -2.11478 22.74790 -0.4274
O 14.95375 -1.61707 23.79648 -0.3134
C 15.74097 -1.15519 24.82203 0.6662
O 15.30357 -0.68299 25.89198 -0.5722
O 17.04080 -1.23509 24.41380 -0.3404
H 17.59835 -3.82204 23.78719 0.3696
H 19.05602 -2.81965 23.57339 0.3417
H 18.17893 -3.44366 22.20949 0.4081
H 17.62199 -1.03119 22.49100 0.2362
H 15.66409 -3.19663 22.62585 0.2622
H 15.31711 -1.70765 21.81927 0.3114
C 16.07823 5.03097 21.55001 -1.4201
C 16.87312 3.99648 22.37327 0.5419
C 18.24682 4.48143 22.84660 -0.4172
O 18.14136 4.39533 24.24423 -0.3351
C 16.92815 3.88824 24.65725 0.6698
O 16.52505 3.62343 25.79073 -0.5727
O 16.15695 3.66529 23.58636 -0.3405
H 16.40004 5.06566 20.50917 0.3633
H 16.25223 6.01893 21.97633 0.3744
H 14.98888 5.01497 21.58418 0.3322
H 16.99660 3.06918 21.81382 0.2204
H 18.49993 5.45117 22.41805 0.3182
H 19.00125 3.74373 22.57321 0.2694
C 7.77154 4.59114 25.29747 -1.2989
C 8.73624 3.67724 24.51674 0.3988
C 9.76967 4.44922 23.77763 -0.4452
O 10.94702 4.06613 24.54837 -0.3231
C 10.72113 3.14592 25.43344 0.7123
O 11.47307 2.69572 26.29320 -0.5989
O 9.42945 2.82100 25.40014 -0.3486
H 8.44231 5.35448 25.69178 0.3439
H 7.12288 4.02590 25.96668 0.3269
H 7.09176 5.09898 24.61330 0.3620
H 8.20515 3.01327 23.83469 0.3422
H 9.61197 5.52470 23.85873 0.2512
H 9.87723 4.27766 22.70660 0.2834